Density functional theory data (ωB97M-V with the def2-TZVPD basis set) for C55H46CoIN9S4 as an isolated structure in a non-equilibrium geometry.

Each line ends with the Löwdin charge.
Atoms and positions in Å:
Co -1.7105 -0.5014 -0.2136  0.3290
N -5.6292 0.4007 0.3331  0.1500
C -5.9260 1.7699 0.5863  -0.2302
C -7.2352 2.2081 0.5923  -0.0094
C -7.5190 3.5472 0.8331  -0.0617
C -6.4896 4.4419 1.0540  -0.0661
C -5.1730 3.9935 1.0364  -0.0902
C -4.8987 2.6578 0.8095  -0.4423
S -3.2156 2.1092 0.8703  1.0431
N -3.3114 0.5374 0.2003  -0.2843
C -4.4008 -0.0816 0.0634  -0.3339
C -4.2826 -1.4554 -0.5016  -0.1857
C -5.3436 -2.2845 -0.7805  0.0147
C -5.1068 -3.5019 -1.4058  -0.0280
C -3.8131 -3.8348 -1.7311  -0.0421
C -2.7972 -2.9638 -1.3737  -0.1455
N -3.0309 -1.8080 -0.7606  0.0126
H -6.4100 -0.2084 0.1833  0.1268
H -8.0384 1.4985 0.4121  0.1220
H -8.5466 3.8861 0.8437  0.1154
H -6.7043 5.4867 1.2403  0.1149
H -4.3515 4.6819 1.2149  0.1122
H -6.3525 -2.0008 -0.5132  0.1176
H -5.9240 -4.1750 -1.6324  0.1261
H -3.5785 -4.7710 -2.2229  0.1228
H -1.7541 -3.1908 -1.5516  0.0934
N -0.2768 -1.7209 -0.5595  -0.2836
S 1.1081 -2.1152 -0.6040  0.7768
N 2.2257 -1.2174 -1.4077  -0.3388
S 2.7469 0.1575 -0.9364  0.8809
N 2.2047 0.8064 0.3536  -0.3446
S 0.7565 1.5559 0.6039  0.7750
N -0.4982 0.8813 0.3988  -0.3026
C 0.9498 3.0940 -0.2761  -0.3391
C -0.1646 3.5903 -0.9281  -0.0724
C -0.0542 4.7914 -1.6169  -0.0535
C 1.1575 5.4691 -1.6480  -0.0519
C 2.2736 4.9521 -0.9948  -0.0500
C 2.1765 3.7550 -0.3035  -0.0711
C 1.0895 1.9998 2.2972  -0.3032
C 1.4349 0.9653 3.1588  -0.0757
C 1.5926 1.2393 4.5059  -0.0646
C 1.3937 2.5310 4.9833  -0.0605
C 1.0455 3.5543 4.1128  -0.0533
C 0.8912 3.2955 2.7550  -0.0472
C 2.6396 1.1808 -2.3694  -0.3019
C 1.3778 1.2790 -2.9372  -0.0719
C 1.2095 2.1119 -4.0285  -0.0494
C 2.2932 2.8206 -4.5388  -0.0433
C 3.5485 2.7058 -3.9567  -0.0445
C 3.7345 1.8820 -2.8559  -0.0399
C 4.4688 0.0278 -0.6230  -0.3631
C 5.2061 -0.7934 -1.4693  -0.0725
C 6.5763 -0.8604 -1.2847  -0.0418
C 7.1790 -0.1151 -0.2746  -0.0402
C 6.4183 0.6882 0.5665  -0.0422
C 5.0439 0.7683 0.3972  -0.0501
C 1.8723 -2.4534 0.9730  -0.3320
C 0.9940 -2.7106 2.0129  -0.0838
C 1.5035 -3.0168 3.2669  -0.0498
C 2.8788 -3.0457 3.4654  -0.0510
C 3.7503 -2.7714 2.4148  -0.0456
C 3.2511 -2.4834 1.1534  -0.0665
C 1.3215 -3.6254 -1.5124  -0.3040
C 0.8900 -3.6064 -2.8339  -0.0857
C 0.8829 -4.7886 -3.5524  -0.0635
C 1.2907 -5.9758 -2.9482  -0.0592
C 1.7187 -5.9784 -1.6295  -0.0524
C 1.7378 -4.7955 -0.8969  -0.0424
H -1.0945 3.0349 -0.8915  0.0709
H -0.9184 5.1983 -2.1304  0.1149
H 1.2377 6.4061 -2.1864  0.1152
H 3.2180 5.4843 -1.0218  0.1175
H 3.0342 3.3411 0.2166  0.1134
H 1.5852 -0.0360 2.7686  0.0994
H 1.8725 0.4434 5.1858  0.1144
H 1.5105 2.7403 6.0405  0.1147
H 0.8967 4.5593 4.4864  0.1151
H 0.6190 4.0924 2.0743  0.1156
H 0.5449 0.7250 -2.5160  0.0801
H 0.2288 2.2094 -4.4806  0.1116
H 2.1602 3.4711 -5.3958  0.1180
H 4.3888 3.2580 -4.3585  0.1195
H 4.7100 1.7914 -2.3964  0.1177
H 4.7097 -1.3710 -2.2424  0.1259
H 7.1746 -1.4923 -1.9288  0.1197
H 8.2529 -0.1664 -0.1401  0.1190
H 6.8953 1.2546 1.3565  0.1185
H 4.4233 1.3690 1.0513  0.1078
H -0.0683 -2.6484 1.8188  0.0381
H 0.8253 -3.2331 4.0859  0.1122
H 3.2780 -3.2922 4.4420  0.1149
H 4.8213 -2.7896 2.5784  0.1164
H 3.9235 -2.3004 0.3243  0.1010
H 0.5742 -2.6690 -3.2831  0.1104
H 0.5597 -4.7881 -4.5868  0.1117
H 1.2757 -6.9005 -3.5127  0.1145
H 2.0365 -6.9020 -1.1613  0.1162
H 2.0689 -4.7976 0.1340  0.1125
I -2.6845 -4.1237 1.9849  0.9874
C -2.2976 -2.3765 3.0869  -0.7705
C -2.3411 -2.5117 4.4679  -0.1419
C -2.0630 -1.3955 5.2404  -0.0458
C -1.7664 -0.2039 4.6033  -0.0434
C -1.7758 -0.1731 3.2215  -0.1430
N -2.0351 -1.2412 2.4503  0.0323
H -2.5903 -3.4624 4.9177  0.0929
H -2.0805 -1.4657 6.3213  0.1198
H -1.5241 0.6923 5.1618  0.1132
H -1.5507 0.7406 2.6893  0.0532
C -2.5076 -0.2475 -4.8858  -0.0254
C -2.1532 0.0187 -3.4880  -0.1766
N -1.8760 0.2300 -2.3955  0.1907
H -3.0494 0.6015 -5.2996  0.0943
H -3.1390 -1.1330 -4.9515  0.0904
H -1.6066 -0.4112 -5.4748  0.0907

Its expectation value of S² is 0.755. For the HOMO energy (spin up / spin down), the calculation gives -11.77 / -11.76 eV. Its spin multiplicity is 2. The energy above the lowest of the compared OMol25 structures with the same formula, charge and spin is 0.0 kJ/mol. For the LUMO energy (spin up / spin down), the calculation gives -4.50 / -4.50 eV. The molar mass is 1147.14 g/mol. Its net charge is +2. Its maximum force is 1.54 eV Å⁻¹.

=====

Density functional theory data (ωB97M-V with the def2-TZVPD basis set) for C55H48FN4OP2STi as an isolated structure.

Each line ends with the Löwdin charge.
Atoms and positions in Å:
Ti -0.5691 -0.0293 -0.1180  0.8144
C -1.8747 -2.1787 -2.0099  -0.1429
C -2.4673 -3.2159 -1.0760  -0.1151
C -2.3598 -3.0122 0.4190  -0.2713
C -2.8004 -4.0716 1.2066  -0.0101
C -2.8787 -3.9369 2.5745  -0.0226
C -2.5439 -2.7091 3.1267  -0.0173
C -2.1144 -1.7070 2.2870  -0.1239
N -1.9767 -1.8359 0.9516  0.0506
N -2.1790 -0.7693 -1.6383  -0.2177
C -3.5769 -0.5920 -1.2127  -0.1113
C -3.7221 0.6392 -0.3748  -0.2442
C -4.9470 1.2766 -0.2779  0.0113
C -5.0832 2.3511 0.5860  -0.0085
C -3.9763 2.7523 1.3120  -0.0155
C -2.7850 2.0803 1.1310  -0.1462
N -2.6332 1.0296 0.3080  0.0359
C -1.9585 0.1034 -2.8101  -0.1126
C -0.5356 -0.0375 -3.2395  -0.2791
C -0.1372 -0.1345 -4.5576  0.0130
C 1.2151 -0.2956 -4.8296  -0.0155
C 2.1098 -0.3486 -3.7743  -0.0138
C 1.6283 -0.2569 -2.4794  -0.0914
N 0.3221 -0.1309 -2.2130  0.0214
H -0.7896 -2.2873 -2.0481  0.1022
H -2.2544 -2.3796 -3.0221  0.1460
H -3.5326 -3.3460 -1.2980  0.1330
H -2.0091 -4.1748 -1.3256  0.1170
H -3.0872 -4.9946 0.7263  0.1315
H -3.2147 -4.7557 3.1914  0.1249
H -2.6285 -2.5170 4.1837  0.1220
H -1.9279 -0.7268 2.7149  0.0652
H -4.2525 -0.5555 -2.0818  0.1499
H -3.8922 -1.4347 -0.5987  0.1225
H -5.7814 0.9279 -0.8683  0.1271
H -6.0290 2.8614 0.6879  0.1250
H -4.0204 3.5825 1.9985  0.1261
H -1.9118 2.4118 1.6904  0.0779
H -2.6472 -0.1506 -3.6298  0.1461
H -2.1564 1.1414 -2.5025  0.1123
H -0.8650 -0.0815 -5.3528  0.1268
H 1.5602 -0.3763 -5.8475  0.1234
H 3.1682 -0.4610 -3.9415  0.1221
H 2.2952 -0.2729 -1.6266  0.0913
O -1.1503 1.1046 3.4434  -0.4453
S -0.1343 0.7625 2.4117  0.9233
C 0.9423 -0.4639 3.1763  -0.3298
C 1.1117 -0.3095 4.5497  -0.0736
C 1.9802 -1.1427 5.2332  -0.0286
C 2.6780 -2.1228 4.5428  -0.0305
C 2.4399 -2.3199 3.1942  -0.0851
C 1.5288 -1.5280 2.4906  -0.3316
P 1.1438 -2.0263 0.7661  1.1105
C 2.8459 -2.0322 0.0758  -0.3555
C 3.3027 -3.0228 -0.7847  -0.0761
C 4.5653 -2.9370 -1.3546  -0.0606
C 5.3894 -1.8617 -1.0678  -0.0613
C 4.9494 -0.8775 -0.1906  -0.0592
C 3.6911 -0.9622 0.3774  -0.1119
C 0.7096 -3.7983 0.8936  -0.3426
C 0.5401 -4.5022 2.0823  -0.0787
C 0.1816 -5.8425 2.0610  -0.0588
C -0.0135 -6.4994 0.8575  -0.0570
C 0.1316 -5.8040 -0.3353  -0.0654
C 0.4745 -4.4626 -0.3126  -0.1461
C 0.9088 2.2396 2.2607  -0.3084
C 1.6256 2.6454 3.3796  -0.0385
C 2.3110 3.8474 3.3654  -0.0288
C 2.2740 4.6535 2.2390  -0.0312
C 1.5492 4.2533 1.1323  -0.0906
C 0.8473 3.0460 1.1198  -0.3514
P -0.0381 2.6040 -0.4237  1.1080
C -1.2461 3.9527 -0.6688  -0.3423
C -2.0367 3.9199 -1.8178  -0.1080
C -3.0494 4.8428 -2.0148  -0.0572
C -3.3035 5.8109 -1.0518  -0.0553
C -2.5408 5.8398 0.1051  -0.0600
C -1.5241 4.9166 0.2984  -0.0905
C 1.2859 2.8058 -1.6789  -0.3343
C 0.9621 3.0085 -3.0187  -0.0905
C 1.9533 3.0921 -3.9826  -0.0679
C 3.2881 2.9596 -3.6229  -0.0641
C 3.6178 2.7321 -2.2947  -0.0572
C 2.6256 2.6544 -1.3294  -0.0962
H 0.5443 0.4468 5.0689  0.1135
H 2.1176 -1.0188 6.2968  0.1214
H 3.3858 -2.7540 5.0597  0.1215
H 2.9560 -3.1179 2.6734  0.1257
H 2.6912 -3.8852 -1.0095  0.0885
H 4.9062 -3.7205 -2.0115  0.1115
H 6.3727 -1.7995 -1.5057  0.1113
H 5.5925 -0.0491 0.0607  0.1105
H 3.3635 -0.1865 1.0606  0.1049
H 0.6767 -4.0118 3.0366  0.1021
H 0.0627 -6.3759 2.9909  0.1152
H -0.2747 -7.5462 0.8463  0.1144
H -0.0178 -6.3071 -1.2791  0.1156
H 0.5749 -3.9272 -1.2506  0.0990
H 1.6593 2.0321 4.2623  0.0997
H 2.8726 4.1507 4.2357  0.1210
H 2.8098 5.5903 2.2205  0.1214
H 1.5321 4.8817 0.2501  0.1276
H -1.8795 3.1551 -2.5811  0.0779
H -3.6401 4.8059 -2.9172  0.1126
H -4.0884 6.5341 -1.2042  0.1136
H -2.7325 6.5832 0.8633  0.1153
H -0.9549 4.9554 1.2187  0.1071
H -0.0718 3.1220 -3.3339  0.0902
H 1.6832 3.2747 -5.0110  0.1143
H 4.0619 3.0401 -4.3694  0.1127
H 4.6508 2.6238 -2.0029  0.1114
H 2.9026 2.4693 -0.2990  0.1064
F 1.2451 0.4778 0.1833  -0.5384

Its expectation value of S² is 0.754. For the HOMO energy (spin up / spin down), the calculation gives -13.14 / -13.19 eV. Its spin multiplicity is 2. The energy above the lowest of the compared OMol25 structures with the same formula, charge and spin is 0.0 kJ/mol. For the LUMO energy (spin up / spin down), the calculation gives -4.64 / -4.87 eV. The molar mass is 941.90 g/mol. Its net charge is +2. Its maximum force is 0.48 eV Å⁻¹.